ORCA calculation (the ωB97M-V functional and the def2-TZVPD basis) on C13H6Br2NO2S8SbW as an isolated structure.

Atoms and positions in Å:
W 1.15822 -0.77542 0.95115
S 4.25193 -1.66090 3.88832
Sb 3.72419 -0.49813 2.01195
S 0.61219 -0.58102 3.03594
S 3.17734 -1.91206 0.19399
S 4.86899 1.40527 1.56892
O 0.39866 -6.48087 -3.08951
C 0.41784 -5.48254 -2.40326
S 0.41701 -5.49434 -0.64077
C 0.40336 -3.75435 -0.40597
C 0.43347 -2.99675 -1.51005
S 0.39444 -1.25766 -1.50425
S 0.48318 -3.84191 -3.04708
S 0.30883 -3.13003 1.21772
C -2.39047 -1.06152 1.15167
C -1.97943 0.29813 0.70003
C -2.97623 1.26613 0.42509
C -2.65135 2.50065 -0.04510
C -1.29803 2.81111 -0.28661
C -0.80294 4.01651 -0.83261
Br -2.00507 5.43855 -1.24343
C 0.52844 4.17761 -1.08822
C 1.44588 3.15727 -0.80119
Br 3.25408 3.40815 -1.24640
C 1.03662 1.96573 -0.22204
O 1.82055 0.98500 0.08280
C -0.36142 1.80848 0.02212
N -0.70580 0.59048 0.52599
H -3.47387 -1.11335 1.25575
H -1.90677 -1.31509 2.09363
H -2.04763 -1.80218 0.42745
H -4.01036 0.99779 0.59362
H -3.41827 3.23476 -0.25363
H 0.89239 5.09650 -1.52602

Summary:
- Total charge: -2
- ΔE to the lowest compared entry with this formula, charge and spin: 0.00 kcal per mole
- Orbital gap (spin up / spin down): 4.97 / 4.97 eV
- E_HOMO (spin up / spin down): -1.46 / -1.46 eV
- DFT total energy: -9345.3750 hartree